[1]
Entry from the OMol25 dataset: a molecular structure, C48H46N5O6PRbS2 in a non-equilibrium geometry (ωB97M-V with the def2-TZVPD basis set).

## Properties
LUMO level: 1.47 eV
Energy relative to the best compared isomer or geometry (same formula, charge and spin): 77.1 kcal per mole
Net charge: -1
Energy: -101868.623 eV
Orbital gap: 5.472 eV

```
109
Properties=species:S:1:pos:R:3:lowdin_charge:R:1
Rb -1.55261 0.19132 0.83959 0.763
S -3.77088 0.59357 -1.35190 0.833
S 5.45921 2.68718 -4.47790 0.644
P 1.12143 -0.00774 2.85712 1.027
O 0.52058 5.22740 -1.26386 0.075
O 5.40129 3.53566 -5.64244 -0.320
O -4.67060 -0.16009 -0.01768 -0.272
O 1.66244 4.85608 -3.06073 0.062
O -3.16067 1.70960 -0.61281 -0.603
O 5.41342 1.25089 -4.63406 -0.322
N 1.14719 4.49470 -2.00871 -0.329
N 2.10376 2.20775 -2.33181 0.010
N -0.77563 -2.38358 -1.18057 0.119
N -2.62620 -0.46920 -1.49474 -0.348
N 1.40599 1.34530 -0.28795 0.029
C -3.47884 -1.61885 -3.51139 -0.050
C 3.48904 0.83900 -0.59201 -0.120
C 2.26979 -0.25172 1.43364 -0.332
C 6.95211 3.09000 -3.58540 -0.302
C 4.17271 3.16923 -3.33293 -0.202
C -0.37197 -4.41046 -3.04740 -0.031
C -8.07425 -0.65698 -1.31448 -0.057
C -1.55849 2.94624 3.00715 -0.130
C -1.41589 -3.47789 -3.25355 -0.167
C 3.73937 0.64169 3.92251 -0.091
C -6.82922 -0.07039 -1.11961 -0.034
C -5.90175 -0.66896 -0.26882 -0.359
C 2.20961 1.00707 -1.50059 -0.352
C 4.24974 -0.43875 -0.68633 -0.060
C -2.04728 1.89246 3.77059 -0.135
C 1.01934 -3.87719 4.23378 -0.135
C -1.56869 -2.45543 -2.28558 -0.158
C -3.70964 3.18407 1.95852 -0.102
C -0.59144 -2.05200 2.69172 -0.227
C 2.87995 -1.39429 1.11760 -0.070
C 4.07193 1.24254 6.23301 -0.108
C -2.61494 -1.46772 -2.43698 -0.296
C 1.87655 0.68875 5.42184 -0.109
C -7.50784 -2.40554 0.19494 -0.053
C 0.15448 -3.28469 -1.01191 -0.149
C 0.63730 -1.70313 3.29089 -0.496
C 1.43727 -2.56983 4.05081 -0.138
C 7.26464 2.10503 -2.46646 -0.116
C -4.20052 2.13685 2.72497 -0.090
C -2.29924 -3.55653 -4.35757 -0.074
C 1.73991 -0.23631 -2.21817 0.033
C 2.87594 2.36141 -3.53851 -0.156
C -3.36821 1.48831 3.62933 -0.097
C 3.91983 -1.47939 0.07744 -0.067
C 1.02553 2.67701 -0.39198 0.030
C 1.42409 3.16694 -1.57079 -0.135
C -2.38969 3.59292 2.10178 -0.101
C -3.31273 -2.64534 -4.45812 -0.101
C -0.17382 -4.29554 3.64133 -0.133
C -9.79324 -2.45881 -0.87544 -0.068
C 0.41087 -4.32157 -1.93461 -0.058
C 4.57987 1.03432 4.96039 -0.097
C -6.25806 -1.84540 0.38978 -0.004
C 2.37449 0.46473 4.13447 -0.361
C -0.94011 -3.40752 2.89257 -0.186
C 2.71211 1.06237 6.46216 -0.094
C 2.53726 0.99994 0.63666 -0.202
C -8.43964 -1.82903 -0.66671 -0.300
H -6.57829 0.85379 -1.62318 0.097
H 6.55538 2.19213 -1.64113 0.063
H -4.34580 3.66083 1.22500 0.107
H 1.55656 -1.02598 -1.49252 0.069
H 5.63873 1.16774 4.77192 0.096
H 7.70990 3.08591 -4.37046 0.103
H -5.22337 1.80670 2.59565 0.107
H 2.28641 2.83648 -4.31696 0.127
H 4.72928 1.53712 7.04210 0.094
H 2.48146 -0.59008 -2.93751 0.092
H 7.22553 1.08457 -2.84289 0.073
H 4.58327 2.99279 -2.33820 0.082
H -1.39687 1.38127 4.46815 0.088
H 8.26133 2.29244 -2.06815 0.077
H -5.53132 -2.30704 1.04714 0.120
H -4.29726 -0.91949 -3.63060 0.090
H 5.04770 -0.51079 -1.41838 0.106
H -8.77889 -0.17808 -1.98683 0.105
H 4.00611 4.23451 -3.48059 0.099
H 0.80102 -0.02157 -2.73120 0.105
H -4.00821 -2.70784 -5.28747 0.097
H 2.76644 1.83402 1.30660 0.143
H 0.46892 3.18800 0.37780 0.134
H -9.69989 -3.52148 -1.10681 0.073
H 0.73202 -3.20959 -0.09257 0.101
H -10.32385 -1.98149 -1.69954 0.067
H -0.50002 -5.32419 3.77737 0.083
H 4.13756 1.70731 -0.71176 0.125
H -7.76149 -3.32233 0.71788 0.110
H -10.41679 -2.37235 0.01764 0.074
H 6.82666 4.11435 -3.23065 0.104
H -2.16719 -4.34342 -5.09117 0.098
H 4.16673 0.45388 2.94366 0.094
H 4.45550 -2.41645 -0.02423 0.102
H 2.37180 -2.23333 4.49448 0.094
H 1.20586 -5.03175 -1.74451 0.097
H -1.86051 -3.79071 2.45236 0.066
H -3.74262 0.66096 4.21807 0.108
H 3.13049 1.35915 -3.87701 0.110
H -0.52684 3.25893 3.12284 0.099
H 2.30404 1.21594 7.45387 0.098
H 0.81553 0.55165 5.60582 0.098
H 2.65000 -2.28856 1.68834 0.102
H -2.00636 4.39936 1.48747 0.106
H 1.61415 -4.56547 4.82386 0.083
H -0.21970 -5.19826 -3.77779 0.109
```


[2]
Entry from the OMol25 dataset: 2 unconnected molecules or ions with the total composition C42H37N3OS2 in a non-equilibrium geometry (ωB97M-V with the def2-TZVPD basis set).

## Properties
LUMO level: -2.70 eV
Energy: -72339.675 eV
Orbital gap: 2.756 eV

```
85
Properties=species:S:1:pos:R:3:lowdin_charge:R:1
S -2.98329 1.30449 -1.75070 0.443
S -2.18327 -1.44766 -1.32299 0.424
O -1.96046 0.75264 3.38292 -0.156
N -2.61270 0.25527 0.64480 -0.207
N -8.75861 3.75472 0.97592 -0.017
N -9.63130 -5.31806 -3.92478 0.015
C -8.12393 3.89274 4.65054 -0.079
C -6.47187 1.25360 -0.62256 0.019
C -9.43754 4.86396 0.32367 -0.195
C -9.13035 -6.66227 -7.36210 -0.073
C -8.27683 2.63443 0.19380 -0.142
C -8.75366 0.69482 -1.16795 -0.008
C -2.58651 0.05603 -0.71493 -1.408
C -9.17866 1.79289 -0.46901 0.009
C -10.04904 2.93791 2.91753 -0.022
C -10.21158 2.78401 4.27460 -0.083
C -10.68022 6.94775 -1.04179 -0.090
C -7.95826 4.05139 3.29590 -0.015
C -1.96578 1.81971 2.44395 -0.190
C -6.90917 2.33436 0.09660 0.032
C -1.59066 -0.48310 2.78589 -0.189
C -2.92109 1.54998 1.27801 -0.184
C -8.91177 -4.18757 -3.42684 -0.144
C -10.71962 -4.80476 -6.07380 -0.015
C -7.09049 -2.61610 -3.57730 0.020
C -8.96553 -6.44347 -6.01304 -0.019
C -10.79389 4.79958 0.00578 -0.028
C -9.84588 -7.15678 -2.30394 -0.007
C -7.60561 -1.85414 -2.49889 -0.189
C -10.57797 -7.86863 -1.37917 -0.075
C -8.73046 6.01451 -0.01734 -0.009
C -10.88316 -5.03018 -7.42184 -0.074
C -12.51601 -6.56214 -1.89588 -0.073
C -7.73405 -3.73397 -4.03758 0.015
C -7.38034 0.37465 -1.26107 -0.178
C -9.34866 7.04544 -0.69534 -0.079
C -9.25078 3.25949 5.14579 -0.085
C -10.09047 -5.96046 -8.06683 -0.079
C -10.43686 -6.11731 -3.02295 -0.216
C -8.92087 3.57905 2.40533 -0.199
C -6.89743 -0.70971 -2.04028 0.147
C -9.76228 -5.51449 -5.35168 -0.215
C -11.40557 5.83149 -0.67831 -0.081
C -11.78740 -5.84317 -2.81911 -0.029
C -8.77910 -2.34150 -1.87246 -0.001
C -2.51593 -0.84989 1.62136 -0.177
C -9.39476 -3.47964 -2.31728 0.014
C -11.90427 -7.56414 -1.16213 -0.081
H -2.87080 2.34028 0.51735 0.058
H -9.46499 0.10513 -1.71900 0.110
H -8.81477 -7.39514 -2.49266 0.116
H -0.93881 1.97093 2.08546 0.126
H -11.63167 -4.48372 -7.97119 0.107
H -6.19682 2.98322 0.57511 0.120
H -8.22162 -6.98154 -5.45203 0.116
H -11.08970 2.28973 4.65927 0.104
H -7.31052 -4.30203 -4.85053 0.120
H -10.22632 2.03306 -0.42177 0.107
H -7.37269 4.26002 5.33073 0.106
H -5.41348 1.06818 -0.71442 0.046
H -9.15544 -1.83923 -0.99864 0.115
H -13.56006 -6.35012 -1.75020 0.105
H -10.27909 -3.84842 -1.82494 0.114
H -1.63029 -1.23979 3.58023 0.123
H -0.54652 -0.41033 2.45430 0.125
H -3.52572 -1.05612 1.99287 0.120
H -9.37963 3.14112 6.20768 0.102
H -2.17515 -1.75693 1.10550 0.047
H -6.17689 -2.29512 -4.05521 0.133
H -11.33163 -4.08177 -5.56290 0.112
H -7.69664 6.09267 0.26716 0.113
H -3.95499 1.51254 1.63779 0.111
H -5.85737 -0.65593 -2.32052 0.131
H -12.25129 -5.05200 -3.38306 0.112
H -12.46844 -8.10674 -0.42122 0.105
H -12.45082 5.76765 -0.92620 0.103
H -11.15439 7.74568 -1.59292 0.104
H -10.21926 -6.13783 -9.12184 0.105
H -10.78998 2.55871 2.23512 0.103
H -11.36916 3.94409 0.30792 0.097
H -8.50883 -7.38360 -7.86447 0.107
H -2.26262 2.71808 2.99815 0.121
H -10.10687 -8.66898 -0.82887 0.109
H -7.08190 4.53867 2.90094 0.112
H -8.78753 7.92820 -0.95037 0.105
```


[3]
Entry from the OMol25 dataset: a molecular structure, C11H14MoO5 (ωB97M-V with the def2-TZVPD basis set).

## Properties
LUMO level (alpha / beta): -8.94 / -8.94 eV
Energy relative to the best compared isomer or geometry (same formula, charge and spin): 1.1 kcal per mole
Net charge: +2
Energy: -23709.683 eV
Orbital gap (alpha / beta): 7.780 / 7.780 eV

```
31
Properties=species:S:1:pos:R:3:lowdin_charge:R:1
Mo 0.57034 -0.52721 0.01769 1.665
O -3.28620 0.83353 1.35105 0.238
O -1.26755 0.10773 0.80359 -0.064
O 0.28913 -0.10762 -1.68061 -0.232
O -1.23690 1.92720 -1.26967 -0.112
O 0.23742 0.09652 -3.93659 0.258
C 0.52213 -1.67002 2.23360 -0.080
C 1.65382 -0.88465 2.19089 -0.099
C 2.41056 -2.04158 0.16642 -0.070
C -2.47489 1.61312 -0.69844 -0.061
C -2.27318 0.78641 0.54749 -0.392
C 0.20299 -2.50271 1.13016 -0.131
C 2.58382 -1.01506 1.10036 -0.125
C -1.06094 1.69868 -2.64269 -0.061
C 1.19183 -2.73716 0.13525 -0.103
C 1.29388 1.43196 0.59535 -0.106
C -0.14573 0.52155 -2.92227 -0.364
H 0.42571 1.99641 0.92592 0.030
H -0.58468 2.57135 -3.09419 0.169
H -0.72605 -3.05428 1.10355 0.144
H 1.66420 1.82204 -0.35359 0.043
H -3.13036 1.03209 -1.35946 0.169
H -1.99526 1.51535 -3.17955 0.162
H 3.46939 -0.39640 1.07447 0.147
H -0.19096 -1.55015 3.03772 0.147
H -3.17881 0.27441 2.14003 0.176
H 2.08514 1.51131 1.32982 0.029
H 1.85280 -0.16279 2.96992 0.147
H 3.13430 -2.18310 -0.62770 0.155
H 0.98175 -3.42461 -0.67524 0.152
H -3.01768 2.51767 -0.41327 0.169
```